A 12-piece molecular cluster, C70H108N6O14S overall in a non-equilibrium geometry, computed with ωB97M-V/def2-TZVPD.

```
199
Properties=species:S:1:pos:R:3:forces:R:3
S 1.4324 -1.6297 9.9535 1.126 0.305 0.551
O -8.6765 3.1119 -1.4878 -0.004 -0.156 0.237
O 0.6278 3.7174 4.0737 -1.103 -0.369 -0.998
O 7.2797 -7.7780 -2.6974 0.331 -1.168 0.844
O 8.1977 -7.8384 6.1013 -0.807 -0.425 1.331
O 7.7627 -7.8097 8.2388 -0.846 -0.313 -1.141
O -4.3207 -3.2341 -9.5786 2.576 2.404 -1.487
O 1.7351 -2.8955 10.6598 -0.353 1.933 -0.931
O -8.2424 2.4609 -3.5005 -0.317 0.024 0.427
O -1.1367 2.5772 3.5186 0.424 1.015 -0.553
O -6.4536 -2.8844 -2.6508 -1.472 0.911 -0.704
O -3.5692 -1.9283 -11.2148 -0.073 -0.736 1.386
O -8.0541 -1.5451 -2.0913 -0.289 0.782 -0.041
O 2.0081 -0.3315 10.4196 -1.287 -2.683 -0.871
O 6.0350 -8.6725 -1.1181 0.391 0.024 -0.211
N 6.3204 -7.8398 -1.9436 -0.469 1.831 -1.438
N 7.4248 -7.7420 7.0631 0.911 1.344 -0.894
N -8.9520 2.9844 -2.6584 -0.171 0.569 -0.798
N -3.4645 -2.4505 -10.1129 -1.197 -1.369 0.917
N -0.4726 3.6033 3.5192 0.446 0.651 1.676
N -7.5730 -2.3622 -2.8231 0.793 -2.507 0.096
C 5.3975 -6.6962 -2.1838 -3.653 0.386 0.935
C -2.1295 7.1605 1.8268 -1.130 -0.142 -0.388
C 5.7738 2.1348 2.8201 -0.119 0.151 1.109
C 6.0414 -7.2847 6.6820 -0.074 0.663 -0.992
C 8.2331 -0.3395 -2.5100 -0.785 -0.022 0.519
C 0.4952 -1.6899 7.3472 0.329 0.105 0.763
C -0.8304 -2.2080 -7.2720 0.218 0.028 -2.514
C -2.1841 -2.1595 -9.3430 -0.806 -0.478 1.035
C 7.9378 4.7175 0.8850 -0.216 -0.575 -0.406
C 0.3451 7.2671 -3.3868 -0.782 1.133 -1.548
C -10.5055 3.5823 -4.5289 0.514 0.303 0.460
C -2.3464 4.9208 2.5317 -1.030 -0.559 -1.362
C -2.9092 6.0107 1.8339 1.241 -0.859 1.887
C -2.4549 0.5752 -1.9729 0.385 0.110 0.740
C -10.2292 3.6078 -3.1278 -0.906 -0.266 -1.113
C -10.4806 -2.8745 -5.2290 -0.883 -1.138 0.263
C -1.1986 7.6118 -3.6625 1.562 -0.070 -0.231
C -11.5981 4.2540 -5.0662 0.198 -0.031 1.382
C 4.4046 -6.5652 5.0217 1.612 0.519 1.936
C -5.9995 -2.0016 5.1870 1.018 -0.903 0.077
C -7.2930 1.7270 5.6457 1.668 -0.384 0.978
C -0.3036 6.0543 3.0431 -0.372 0.837 -0.520
C -6.0832 -0.5051 5.0980 1.059 1.070 1.112
C 7.0147 0.2850 -3.1932 0.698 -0.900 -0.901
C -3.6604 7.0121 -3.4530 -0.217 -0.215 -0.319
C -9.7630 -2.3899 -4.2055 3.133 0.428 2.057
C 9.5621 -0.0740 -3.1451 0.878 -0.230 0.651
C 3.6032 -4.5707 -2.6871 -1.521 -0.727 0.324
C -8.4496 -2.9628 -3.8919 -1.935 0.328 -1.294
C -0.3615 -1.5323 9.7153 0.001 0.985 -0.736
C 6.6813 3.9084 1.3038 0.654 0.472 0.356
C 0.2688 -1.7005 -8.0140 -0.333 -0.105 0.157
C 1.6135 -2.3246 1.7259 -0.026 0.610 0.119
C 1.8125 -1.8835 8.1436 -0.307 0.665 0.125
C -1.0456 4.9088 2.9912 -0.435 -1.142 0.274
C -2.2408 6.5394 -3.7028 0.135 -1.177 -0.319
C 0.4556 -1.7898 0.8651 -0.147 -0.393 1.362
C 0.6820 6.5688 -2.1315 -0.872 -0.054 0.567
C 0.8127 -0.6395 -0.0489 -0.646 0.354 -0.107
C -1.1369 -1.5991 -9.9811 1.975 1.136 -0.832
C -12.3365 4.6480 -2.7628 1.105 0.886 -0.287
C 0.1182 -1.3702 -9.3403 -2.230 -0.249 -1.078
C 7.6657 5.8353 -0.1132 -0.246 0.018 -0.622
C 4.0346 -6.7540 -1.7129 -0.065 0.790 -0.533
C 6.9359 3.0530 2.5460 0.500 0.019 -0.831
C 4.8939 -4.4715 -3.1076 0.001 -1.225 -0.437
C 10.7009 -0.9262 -2.4590 -0.233 -0.790 -1.264
C 3.5055 -6.3532 6.0862 -0.705 -0.617 -1.902
C -11.1302 4.1589 -2.1960 -0.114 -0.403 -2.051
C -8.0518 -4.0971 -4.6169 0.329 1.320 1.342
C 5.9025 1.4230 4.1745 -0.449 -0.271 0.148
C 3.8143 -6.6828 7.3715 -0.422 0.353 0.197
C -1.4811 0.4533 -0.7438 -1.170 -0.325 -0.965
C 10.6645 -2.4650 -2.7785 0.569 -0.749 1.083
C 11.9522 -3.2286 -2.3761 0.806 1.107 -0.313
C 5.0731 -7.0953 7.6343 1.777 -0.932 2.031
C -8.8770 -4.6356 -5.5968 0.548 0.109 -0.045
C -0.6238 -2.1017 8.3099 0.174 -0.468 0.398
C -12.5043 4.7807 -4.1599 -0.212 -0.468 0.776
C -7.2031 0.1607 5.9058 -1.747 1.281 -2.245
C -2.0380 -2.4612 -7.9876 0.658 -0.661 1.448
C -4.7247 -2.6661 4.5586 -0.869 0.506 -0.095
C -10.0737 -4.0344 -5.8758 -0.765 0.370 -0.995
C 5.7297 -5.5881 -2.9381 1.650 0.486 0.305
C -4.6403 5.8344 -3.4602 -0.420 0.381 0.779
C -0.2595 -0.3471 -1.1706 2.048 -0.417 0.757
C 3.1257 -5.7074 -2.0017 1.956 -0.229 -0.123
C -0.9102 7.1822 2.4591 1.548 -0.015 0.100
C -4.6983 -2.6940 3.0299 0.561 0.296 -0.202
C 5.7569 -6.9332 5.3527 -1.844 -1.123 -0.427
H -3.6164 7.5616 -2.5126 -0.509 -0.153 0.314
H -4.0433 7.7237 -4.1845 0.454 0.242 -0.253
H -1.1963 8.1447 -4.6134 -0.147 0.388 0.117
H 2.0952 -5.7872 -1.6884 -0.002 -0.030 -0.033
H 9.9571 -2.9918 -2.1380 -0.890 0.374 -0.400
H 4.8670 2.7394 2.8103 -0.275 -0.123 0.010
H 12.1975 -3.1350 -1.3182 -0.147 0.112 0.097
H 12.7722 -2.7679 -2.9270 0.359 -0.025 0.056
H 1.8471 -0.7924 -0.3564 -0.095 -0.137 -0.967
H -0.5994 -2.5055 -6.2598 -0.721 -0.083 0.114
H 1.2959 -3.1303 2.3877 -0.047 -0.236 -0.257
H 9.7879 0.9913 -3.0979 0.253 0.088 0.069
H 8.6736 4.0205 0.4839 -0.029 -0.184 -0.243
H 4.1095 -6.3364 4.0083 0.134 -0.123 -0.046
H 7.0147 -0.1418 -4.1961 -0.324 0.000 -0.295
H 10.7061 -0.8430 -1.3722 -0.238 0.300 0.044
H -10.2186 -1.5903 -3.6404 0.567 0.189 0.290
H 0.3661 -0.6599 7.0148 0.160 0.189 0.311
H -10.7598 -4.3702 -6.6393 0.249 -0.518 -0.186
H -1.5950 -1.7487 7.9631 -0.060 -0.394 -0.003
H 6.0944 -0.0489 -2.7139 -0.040 0.460 0.080
H 0.4825 -2.2614 6.4191 0.037 -0.295 0.193
H -5.8836 -2.2695 6.2371 -0.593 -0.021 0.247
H -3.6737 -2.7791 2.6681 0.128 -0.473 0.031
H -13.3954 5.2456 -4.5552 -0.116 0.207 0.216
H 7.0923 1.3591 -3.3618 -0.165 0.074 0.518
H -0.4661 -1.3093 -1.6391 -0.603 -0.037 0.003
H -4.6416 -3.6758 4.9608 -0.177 -0.182 -0.152
H 0.2150 7.2301 -1.4017 0.320 -0.518 0.921
H -1.5578 8.2606 -2.8637 0.453 0.545 0.047
H 6.7901 0.7949 4.2506 0.143 0.088 -0.140
H 2.4647 -2.6357 1.1203 -0.021 -0.201 -0.043
H 6.2990 3.2801 0.4993 0.287 -0.068 -0.290
H 7.8016 2.4095 2.3896 0.337 0.028 -0.173
H 5.0856 -3.6089 -3.7286 0.849 -0.120 0.043
H -3.1924 1.3740 -1.8952 0.216 0.231 0.164
H 0.2007 5.5908 -2.1261 0.177 -0.129 0.392
H 2.4763 -6.1040 5.8740 -0.064 0.292 -0.240
H 5.3380 -7.2936 8.6624 0.133 -0.201 0.112
H -7.2875 -0.0892 6.9634 0.465 -0.033 -0.086
H 5.7075 1.4186 2.0011 -0.102 -0.110 0.015
H -2.5526 8.0282 1.3427 0.327 0.300 0.005
H -4.2629 5.0576 -2.7952 -0.145 -0.267 -0.174
H 9.4655 -0.3149 -4.2038 0.325 -0.177 -0.161
H 8.1991 -0.0229 -1.4675 0.383 -0.129 0.223
H 1.7607 6.4802 -2.0022 -0.138 -0.019 0.216
H 1.2603 -1.6124 -7.5950 -0.065 0.118 0.425
H -1.2098 1.4185 -0.3162 0.198 0.101 -0.238
H 8.1528 -1.4263 -2.5362 -0.510 -0.130 0.268
H -1.1944 -1.2856 -11.0130 -0.283 -0.162 -0.093
H -4.9041 5.4313 -4.4380 0.697 -0.054 -0.176
H -0.3017 -1.4390 1.5662 -0.270 -0.028 0.055
H 2.2259 -2.8907 8.0912 -0.053 0.088 -0.074
H 5.9005 2.0984 5.0301 0.284 0.386 -0.187
H 7.2324 3.7151 3.3595 -0.385 -0.049 0.343
H 0.3029 0.1938 -1.9317 -0.260 0.359 -0.218
H -7.0961 -4.5294 -4.3597 0.072 -0.079 -0.162
H -2.2418 5.9536 -4.6219 0.270 0.021 -0.262
H 10.5107 -2.7396 -3.8220 -0.454 0.476 -0.087
H -1.8796 0.7142 -2.8882 -0.150 -0.037 -0.108
H -2.7972 -3.0329 -7.4746 -0.348 0.259 -0.023
H 0.9078 0.2812 0.5267 -0.139 0.075 0.385
H -0.3077 8.0770 2.4058 -0.095 0.213 0.153
H 6.7429 -5.5749 -3.3119 0.056 0.141 -0.209
H 3.1036 -6.6418 8.1837 -0.118 0.221 -0.084
H -11.7323 4.4134 -6.1259 0.054 -0.334 -0.047
H 11.6709 -0.5627 -2.7983 0.081 0.138 -0.055
H -5.1955 -0.0867 5.5725 0.656 -0.116 -0.190
H 0.0049 -2.6642 0.3957 -0.024 0.177 -0.655
H -4.9969 -1.7624 2.5493 -0.429 0.166 0.309
H -2.0992 -0.0316 0.0118 0.404 -0.268 0.335
H 0.6756 6.0792 3.4979 -0.010 0.043 -0.135
H 5.0549 0.7770 4.4033 -0.133 -0.188 -0.352
H -0.9310 -1.9813 10.5290 0.357 -0.207 -0.092
H -3.0599 -0.3300 -2.0245 0.237 -0.177 -0.283
H -8.4852 -5.4647 -6.1673 -0.303 -0.201 0.011
H 6.9811 5.5740 -0.9201 -0.607 -0.438 0.334
H 5.8515 4.5814 1.5196 -0.048 0.278 0.115
H 0.8234 -0.9171 -10.0212 0.620 -0.100 0.555
H 2.9114 -3.8191 -3.0374 -0.190 0.234 0.412
H -1.9731 5.8222 -2.9268 -0.275 -0.253 0.253
H 1.9782 -1.5563 2.4077 0.105 0.243 -0.068
H -3.9318 5.9358 1.4948 0.110 0.174 -0.255
H 8.4614 5.1281 1.7483 -0.297 0.117 0.285
H -8.1052 -0.1965 5.4091 -0.524 -0.344 0.454
H -11.4827 -2.4802 -5.3113 -0.031 0.021 -0.630
H 0.8092 8.2521 -3.3376 0.061 0.221 -0.064
H -5.2919 -3.4959 2.5909 -0.029 -0.006 0.132
H -5.6192 6.1381 -3.0893 -0.013 0.122 0.345
H -7.4171 2.0470 4.6112 -0.480 -0.472 -0.030
H -0.6164 -0.4740 9.6593 0.201 0.167 0.341
H -6.9008 -2.4621 4.7822 -0.080 -0.168 0.055
H -13.0525 5.1776 -2.1519 -0.117 -0.309 0.281
H 6.4243 -7.2009 4.5469 0.306 0.361 0.125
H -2.9300 4.0146 2.6001 0.089 -0.187 0.070
H 7.2462 6.7018 0.3981 0.126 0.146 -0.164
H -0.5660 -3.1854 8.4119 -0.512 -0.156 -0.246
H -7.9116 2.3177 6.3214 -0.740 -0.535 -0.180
H 0.8915 6.7881 -4.1993 -0.620 -0.164 -0.564
H -9.8594 3.1071 -5.2522 0.473 -0.099 0.450
H 2.5394 -1.1261 7.8504 0.187 -0.235 0.234
H 12.0093 -4.2902 -2.6166 -0.589 0.017 -0.119
H -10.8384 4.1654 -1.1562 -0.369 0.076 0.065
H -6.3310 2.1689 5.9055 0.536 -0.103 -0.036
H 8.5059 6.1121 -0.7500 0.563 0.287 0.682
H 3.5694 -7.5845 -1.2027 0.668 -0.359 0.142
H -6.0309 -0.1509 4.0685 -0.443 0.075 -0.079
H -3.8392 -2.1728 4.9595 0.041 0.356 -0.109
```
Positions in Å, forces in eV/Å.

SMILES	O=[N+]([O-])c1ccccc1.O=[N+]([O-])c1ccccc1.O=[N+]([O-])c1ccccc1.O=[N+]([O-])c1ccccc1.O=[N+]([O-])c1ccccc1.O=[N+]([O-])c1ccccc1.O=S1(=O)CCCC1.CCCCCC.CCCCCC.CCCCCC.CCCCCC.CCCCCC
energy	-4511.4006	Ha
E_LUMO	-0.6961	eV
multiplicity	1
E_HOMO	-10.04	eV